Density functional theory data (ωB97M-V with the def2-TZVPD basis set) for a molecular structure, C22H20O6OsSi.

Element x y z (Å)
Os  0.335  1.318  -0.170
O  -2.279  -2.132  -0.090
C  -1.370  -1.200  -0.159
O  -1.602  -0.014  -0.333
C  0.032  -1.729  0.038
O  0.987  -0.729  -0.336
C  1.672  -0.920  -1.617
C  1.191  0.108  -2.639
O  1.371  -0.029  -3.803
O  0.599  1.177  -2.074
H  -3.172  -1.761  -0.200
H  0.176  -1.952  1.097
H  0.183  -2.642  -0.534
H  2.734  -0.774  -1.428
H  1.502  -1.929  -1.982
O  0.146  1.355  1.773
Si  -0.851  2.644  2.000
C  -2.507  2.291  2.718
C  -2.702  1.103  3.444
C  -3.927  0.838  4.027
C  -4.963  1.763  3.916
C  -4.778  2.954  3.221
C  -3.554  3.225  2.638
C  -0.769  3.344  0.256
C  0.537  3.654  -0.229
C  0.711  4.192  -1.527
C  -0.382  4.404  -2.321
C  -1.681  4.106  -1.855
C  -1.877  3.586  -0.604
C  -0.184  3.777  3.349
C  0.600  3.217  4.401
C  1.144  4.029  5.356
C  0.852  5.409  5.338
C  0.026  5.974  4.341
C  -0.519  5.163  3.387
H  -1.895  0.385  3.537
H  -4.081  -0.082  4.575
H  -5.917  1.557  4.382
H  -5.588  3.667  3.143
H  -3.419  4.161  2.106
H  1.382  3.682  0.459
H  1.706  4.437  -1.874
H  -0.256  4.816  -3.313
H  -2.530  4.293  -2.499
H  -2.877  3.353  -0.262
H  0.802  2.153  4.405
H  1.785  3.627  6.129
H  1.249  6.046  6.119
H  -0.176  7.036  4.352
H  -1.169  5.582  2.628

Properties
Gap between HOMO and LUMO (spin up / spin down) (eV): 8.833 / 4.526
Energy relative to the best compared isomer or geometry (same formula, charge and spin) (kcal per mole): 0.0
Spin multiplicity: 5
Charge: +2
HOMO level (spin up / spin down) (eV): -15.00 / -14.69
LUMO level (spin up / spin down) (eV): -6.163 / -10.163

These are the natural (NBO) partial charges, in e, on atoms 1 to 8: 1.58 -0.61 0.80 -0.62 -0.18 -0.53 -0.19 0.74

Density functional theory data (ωB97M-V with the def2-TZVPD basis set) for 2 unconnected molecules or ions with the total composition C22H21BCl3N3O3 in a non-equilibrium geometry.

Element x y z (Å)
Cl  0.567  2.178  0.210
B  0.929  1.061  -1.267
Cl  -0.693  0.328  -1.849
Cl  1.640  2.093  -2.712
O  1.899  0.004  -0.905
C  2.355  -1.005  -1.810
C  1.361  -2.160  -2.038
C  1.290  -2.997  -3.175
C  1.053  -4.363  -2.964
C  0.658  -4.853  -1.710
C  0.676  -3.988  -0.609
C  0.848  -2.637  -0.820
H  2.852  -0.477  -2.641
H  1.471  -2.607  -4.191
H  1.192  -5.097  -3.766
H  0.451  -5.920  -1.568
H  0.560  -4.383  0.398
H  0.738  -1.959  0.015
C  3.630  1.429  2.499
N  4.817  1.383  1.680
C  5.194  2.222  0.668
H  3.081  -1.700  -1.379
C  4.691  3.628  0.462
C  5.431  4.668  1.080
C  5.125  6.014  0.918
C  4.052  6.388  0.069
N  3.736  7.774  -0.058
O  2.713  8.168  -0.658
O  4.544  8.576  0.488
C  3.258  5.372  -0.531
C  3.517  4.029  -0.235
N  6.165  1.510  -0.010
C  6.686  1.678  -1.347
C  6.592  0.396  0.747
C  5.741  0.327  1.840
C  6.172  -0.216  3.062
C  7.548  -0.425  3.221
C  8.410  -0.358  2.111
C  7.903  -0.122  0.827
H  3.720  0.624  3.242
H  3.594  2.372  3.057
H  2.717  1.285  1.883
H  6.262  4.396  1.715
H  5.692  6.783  1.436
H  2.435  5.646  -1.205
H  2.792  3.267  -0.520
H  7.524  0.980  -1.475
H  5.918  1.445  -2.112
H  7.095  2.684  -1.480
H  5.447  -0.339  3.876
H  7.952  -0.631  4.209
H  9.477  -0.485  2.263
H  8.507  -0.223  -0.073

Properties
Gap between HOMO and LUMO (eV): 6.081
Charge: 0
HOMO level (eV): -7.82
LUMO level (eV): -1.736

These are the natural (NBO) partial charges, in e, on atoms 1 to 8: -0.30 0.48 -0.28 -0.34 -0.78 -0.08 0.01 -0.24

Density functional theory data (ωB97M-V with the def2-TZVPD basis set) for 2 unconnected molecules or ions with the total composition C22H21Br2N2 in a non-equilibrium geometry.

Element x y z (Å)
Br  -7.599  3.559  2.931
C  -5.952  2.666  2.732
C  -5.928  1.259  2.645
C  -4.718  0.603  2.433
C  -3.492  1.309  2.281
C  -2.285  0.595  1.981
C  -1.018  1.180  1.979
C  0.165  0.618  1.498
C  1.434  1.278  1.634
C  2.601  0.791  0.998
C  3.813  1.472  1.031
C  3.912  2.668  1.767
Br  5.543  3.622  1.812
C  2.796  3.149  2.475
C  1.586  2.464  2.418
C  -3.538  2.729  2.433
C  -4.752  3.394  2.647
H  -6.856  0.697  2.733
H  -4.697  -0.488  2.372
H  -2.393  -0.474  1.771
H  -0.940  2.185  2.393
H  0.157  -0.381  1.067
H  2.535  -0.144  0.448
H  4.677  1.089  0.500
H  2.878  4.058  3.067
H  0.747  2.837  3.005
H  -2.625  3.309  2.361
H  -4.783  4.477  2.739
C  2.520  -4.429  -3.961
N  1.755  -3.198  -3.943
C  1.594  -2.666  -5.280
C  1.372  -2.541  -2.808
C  0.930  -1.194  -2.863
C  0.614  -0.551  -1.665
N  0.729  -1.142  -0.467
C  1.091  -2.434  -0.415
C  1.401  -3.187  -1.543
H  2.790  -4.776  -2.962
H  1.943  -5.216  -4.476
H  3.441  -4.272  -4.551
H  0.807  -1.910  -5.339
H  2.542  -2.231  -5.641
H  1.342  -3.500  -5.955
H  0.834  -0.627  -3.787
H  0.261  0.478  -1.650
H  1.131  -2.878  0.579
H  1.636  -4.247  -1.425

Properties
Gap between HOMO and LUMO (eV): 5.210
Charge: +1
HOMO level (eV): -10.56
LUMO level (eV): -5.348

These are the natural (NBO) partial charges, in e, on atoms 1 to 8: 0.15 -0.02 -0.25 -0.10 -0.18 0.08 -0.34 0.06

Density functional theory data (ωB97M-V with the def2-TZVPD basis set) for a molecular structure, C22H21BrN5O2SV in a non-equilibrium geometry.

Element x y z (Å)
V  0.260  0.388  -0.310
Br  -1.677  -1.591  6.607
C  -1.373  -0.902  4.894
C  -2.090  0.222  4.458
C  -1.888  0.753  3.197
C  -0.952  0.162  2.361
O  -0.722  0.629  1.136
C  -0.216  -0.959  2.780
C  0.764  -1.540  1.931
N  1.113  -1.161  0.729
C  2.142  -1.896  0.046
C  2.921  -2.901  0.564
C  3.883  -3.540  -0.243
C  4.071  -3.177  -1.547
C  3.295  -2.134  -2.102
C  3.426  -1.675  -3.431
C  2.637  -0.647  -3.881
C  1.702  -0.080  -3.011
N  1.552  -0.493  -1.760
C  2.335  -1.504  -1.290
C  -0.446  -1.489  4.062
H  -2.812  0.676  5.123
H  -2.444  1.621  2.867
H  1.276  -2.399  2.353
H  2.840  -3.233  1.590
H  4.478  -4.330  0.193
H  4.812  -3.672  -2.160
H  4.153  -2.141  -4.086
H  2.715  -0.271  -4.891
H  1.060  0.726  -3.346
H  0.110  -2.356  4.398
C  -3.459  1.631  -3.000
N  -3.707  0.786  -1.829
C  -4.929  0.671  -1.202
C  -4.805  -0.275  -0.241
N  -3.507  -0.717  -0.300
C  -2.844  -0.071  -1.271
S  -1.226  -0.441  -1.827
H  -4.010  2.561  -2.886
H  -3.792  1.116  -3.898
H  -2.397  1.845  -3.074
H  -5.777  1.264  -1.499
H  -5.521  -0.669  0.459
H  -3.117  -1.467  0.252
C  0.364  3.826  0.817
C  1.463  3.143  0.075
N  2.596  3.762  -0.109
O  1.349  1.948  -0.382
H  0.326  4.886  0.570
H  0.558  3.740  1.889
H  -0.595  3.365  0.597
H  2.738  4.709  0.216
H  3.363  3.304  -0.585

Properties
Gap between HOMO and LUMO (spin up / spin down) (eV): 5.580 / 6.241
Energy relative to the best compared isomer or geometry (same formula, charge and spin) (kcal per mole): 0.4
Spin multiplicity: 2
Charge: +3
HOMO level (spin up / spin down) (eV): -16.49 / -16.52
LUMO level (spin up / spin down) (eV): -10.906 / -10.281

These are the natural (NBO) partial charges, in e, on atoms 1 to 8: 1.40 0.21 -0.11 -0.12 -0.24 0.31 -0.59 -0.15

Calculated total energy in Ha, matching the order above: -1681.3471, -2646.3065, -6108.1826, -5190.6168